Below is one molecule with the formula C5H8N2, with properties calculated with wB97M-V/def2-TZVPD.

As for the gap between HOMO and LUMO: 8.98 eV. Its net charge is 0. The value obtained for the relative energy (zero: lowest compared OMol25 entry of this formula, charge and spin) is 115.63 kcal/mol. The multiplicity is 1. Its total energy is -8289.982 eV.

The geometry in XYZ format:
```
15
Properties=species:S:1:pos:R:3:forces:R:3:nbo_charge:R:1
C -0.644798 -0.165137 1.011576 0.1 -0.5 0.7 -0.428
C 1.655102 3.109526 0.438277 0.9 1.3 1.3 -0.044
C -0.494584 0.460322 -0.302669 -0.1 0.2 0.4 -0.079
C 0.112395 -0.885814 -0.064676 -3.0 0.2 0.3 -0.226
C -0.472455 -2.093255 -0.704330 1.9 -0.7 -1.4 -0.609
N 1.042951 2.195737 0.071062 -0.2 0.3 -0.1 0.008
N 0.301133 1.567613 -0.650374 -1.0 -0.8 -1.9 -0.322
H -0.269207 0.192295 1.926738 1.0 0.5 0.8 0.215
H -1.636797 -0.523037 1.142437 -0.7 -0.4 0.2 0.204
H 1.120523 -0.824625 -0.054028 3.1 0.1 0.3 0.211
H 2.530042 3.647647 0.707099 0.2 -0.2 0.0 0.234
H -1.480197 0.484496 -0.712095 -0.1 0.2 -1.2 0.202
H -0.716057 -1.819468 -1.714214 -0.4 0.0 -0.7 0.210
H -1.350256 -2.451230 -0.241404 -0.8 -0.6 0.7 0.209
H 0.302203 -2.895068 -0.853396 -0.9 0.5 0.6 0.214
```
Forces are in eV/Å.

***

Below is one molecule with the formula C5H8N2, with properties calculated with wB97M-V/def2-TZVPD.

As for the gap between HOMO and LUMO (spin up / spin down): 7.93 / 7.93 eV. Its net charge is 0. The value obtained for the relative energy (zero: lowest compared OMol25 entry of this formula, charge and spin) is 97.09 kcal/mol. The multiplicity is 1. Its total energy is -8290.786 eV.

The geometry in XYZ format:
```
15
Properties=species:S:1:pos:R:3:forces:R:3:nbo_charge:R:1
C 2.173128 -0.457888 0.078461 -2.8 2.8 0.7 0.222
C -0.110106 -1.429567 -0.931312 -1.3 2.6 1.7 -0.096
C -0.164082 -0.413925 1.214586 3.4 -2.6 -1.6 -0.227
C 0.894908 0.193757 0.157823 -2.3 -4.5 -0.1 -0.115
C 0.670351 1.572320 -0.211771 0.0 -0.3 -2.2 -0.635
N 3.253991 -0.698568 -0.153497 2.9 -1.4 -0.5 -0.332
N -0.836522 -1.384078 0.303034 -0.2 0.1 0.8 -0.632
H -0.745405 -1.540869 -1.864685 1.1 0.4 1.1 0.204
H 0.806280 -1.923085 -0.868062 1.0 -1.3 -0.4 0.182
H 0.405556 -0.866241 2.115073 -0.9 0.3 -1.5 0.203
H -0.802213 0.284364 1.638630 -1.4 1.5 0.4 0.193
H -0.372667 1.708263 -0.547210 0.4 0.1 0.3 0.217
H 1.351575 1.784262 -1.033995 -0.1 0.6 0.0 0.232
H 0.895013 2.125231 0.637091 0.3 1.8 1.4 0.214
H -1.807623 -1.138055 0.206485 -0.1 -0.2 -0.2 0.370
```
Forces are in eV/Å.

***

Below is one molecule with the formula C5H8N2, with properties calculated with wB97M-V/def2-TZVPD.

As for the gap between HOMO and LUMO: 8.96 eV. Its net charge is 0. The value obtained for the relative energy (zero: lowest compared OMol25 entry of this formula, charge and spin) is 70.89 kcal/mol. The multiplicity is 1. Its total energy is -8291.922 eV.

The geometry in XYZ format:
```
15
Properties=species:S:1:pos:R:3:forces:R:3:nbo_charge:R:1
C 1.336981 0.892483 -0.321058 0.1 0.1 0.0 -0.615
C 0.430722 -0.334429 -0.423087 0.1 -0.1 0.0 -0.071
C 0.253124 -0.959247 1.033895 0.1 0.0 0.2 -0.253
N -1.188578 -1.170060 1.299090 -0.3 0.4 -0.2 -0.420
C -1.797120 -0.202689 0.830342 0.2 -0.4 0.1 0.357
C -1.798641 0.602756 -0.223195 -0.1 0.1 0.2 -0.265
N -0.822184 0.029826 -1.111470 0.0 -0.1 -0.2 -0.582
H 1.362409 1.423983 -1.274135 0.1 -0.1 0.0 0.221
H 0.961691 1.581799 0.443432 0.0 -0.1 -0.1 0.208
H 2.362706 0.614417 -0.048560 -0.2 0.0 0.0 0.211
H 0.911079 -1.083539 -1.064603 -0.1 0.1 0.2 0.203
H 0.690483 -0.283372 1.781515 -0.1 -0.1 -0.2 0.203
H 0.750141 -1.930672 1.131585 -0.1 0.2 0.0 0.208
H -2.273973 1.560355 -0.385184 0.2 -0.2 0.1 0.222
H -1.178840 -0.741611 -1.668569 0.1 0.2 0.1 0.374
```
Forces are in eV/Å.

***

Below is C5H8N2 as an isolated structure, with properties calculated with wB97M-V/def2-TZVPD.

As for the gap between HOMO and LUMO: 9.67 eV. Its net charge is 0. The value obtained for the relative energy (zero: lowest compared OMol25 entry of this formula, charge and spin) is 52.12 kcal/mol. The multiplicity is 1. Its total energy is -8292.736 eV.

The geometry in XYZ format:
```
15
Properties=species:S:1:pos:R:3:forces:R:3:nbo_charge:R:1
C -2.207293 0.501061 0.098493 -0.1 0.3 -0.2 -0.679
C -0.752557 0.515173 -0.161623 0.6 1.0 0.5 0.290
N 0.247911 -1.791336 0.264216 0.4 0.4 -0.3 -0.851
C 0.200773 -0.587958 -0.485550 2.0 1.3 -0.2 -0.137
C 2.504608 0.851983 0.072709 0.0 0.3 0.1 -0.468
N 0.087575 1.511891 -0.020558 -1.6 0.3 0.2 -0.432
C 1.215760 0.710432 -0.157634 -0.7 -2.8 -0.4 0.167
H 0.220953 -1.649801 1.265422 -0.3 -0.5 -0.3 0.381
H -0.197799 -2.587593 -0.169961 0.0 0.1 0.6 0.385
H 0.318903 -0.776120 -1.553563 -0.4 -0.1 0.0 0.214
H -2.574238 1.520806 0.201705 0.0 0.0 0.0 0.242
H -2.430249 -0.040728 1.020514 0.1 0.0 0.0 0.238
H -2.729155 -0.001451 -0.716916 -0.1 0.0 0.0 0.228
H 2.894353 1.758510 0.510092 0.1 0.2 -0.1 0.211
H 3.200456 0.065131 -0.167345 0.0 -0.2 0.1 0.213
```
Forces are in eV/Å.

***

Question: Which formula does entry 3 have?
Answer: C5H8N2

***

What did the second record say?
Below is one molecule with the formula C5H8N2, with properties calculated with wB97M-V/def2-TZVPD.

As for the gap between HOMO and LUMO (spin up / spin down): 7.93 / 7.93 eV. Its net charge is 0. The value obtained for the relative energy (zero: lowest compared OMol25 entry of this formula, charge and spin) is 97.09 kcal/mol. The multiplicity is 1. Its total energy is -8290.786 eV.

The geometry in XYZ format:
```
15
Properties=species:S:1:pos:R:3:forces:R:3:nbo_charge:R:1
C 2.173128 -0.457888 0.078461 -2.8 2.8 0.7 0.222
C -0.110106 -1.429567 -0.931312 -1.3 2.6 1.7 -0.096
C -0.164082 -0.413925 1.214586 3.4 -2.6 -1.6 -0.227
C 0.894908 0.193757 0.157823 -2.3 -4.5 -0.1 -0.115
C 0.670351 1.572320 -0.211771 0.0 -0.3 -2.2 -0.635
N 3.253991 -0.698568 -0.153497 2.9 -1.4 -0.5 -0.332
N -0.836522 -1.384078 0.303034 -0.2 0.1 0.8 -0.632
H -0.745405 -1.540869 -1.864685 1.1 0.4 1.1 0.204
H 0.806280 -1.923085 -0.868062 1.0 -1.3 -0.4 0.182
H 0.405556 -0.866241 2.115073 -0.9 0.3 -1.5 0.203
H -0.802213 0.284364 1.638630 -1.4 1.5 0.4 0.193
H -0.372667 1.708263 -0.547210 0.4 0.1 0.3 0.217
H 1.351575 1.784262 -1.033995 -0.1 0.6 0.0 0.232
H 0.895013 2.125231 0.637091 0.3 1.8 1.4 0.214
H -1.807623 -1.138055 0.206485 -0.1 -0.2 -0.2 0.370
```
Forces are in eV/Å.

***

Question: relative energy (zero: lowest compared OMol25 entry of this formula, charge and spin) of number 3 (C5H8N2)?
Answer: 70.89 kcal/mol